A structure of composition C23H72BrNO11Si2 in a non-equilibrium geometry. Source: the Open Molecules 2025 dataset; level of theory: ωB97M-V/def2-TZVPD.

```
110
Properties=species:S:1:pos:R:3:forces:R:3:lowdin_charge:R:1
N 2.1250 5.3864 -1.0348 -0.1 -1.0 -0.5 -0.117
Si 1.1393 3.9222 -0.8514 0.8 0.3 0.8 0.396
O 1.9915 2.4626 -1.1315 -1.0 1.6 -1.6 -0.445
Si 1.9462 1.9263 -2.7688 0.5 -1.7 1.4 0.545
C 2.7535 0.1824 -2.7879 0.1 0.3 0.9 -0.316
C 4.2496 0.1902 -2.2732 0.0 -1.5 -1.0 -0.312
C 4.9882 -1.0525 -2.9423 -0.4 -0.1 0.5 -0.581
Br 6.8796 -0.5944 -3.4160 -0.9 -0.3 0.1 0.530
H 1.5676 6.2217 -1.2320 0.2 -0.4 -0.1 -0.007
H 2.8615 5.2838 -1.7370 -0.2 0.2 0.3 0.022
H -0.0885 4.0536 -1.6745 0.1 -0.3 -0.3 -0.030
H 0.6548 3.9206 0.5473 0.2 -0.2 0.0 -0.037
H 2.6406 2.8286 -3.7058 0.0 0.2 0.1 -0.024
H 0.5384 1.7398 -3.1472 -0.2 0.2 -0.1 -0.029
H 2.6582 -0.2520 -3.8173 0.2 0.4 0.7 0.070
H 2.1916 -0.5254 -2.1075 0.4 1.0 -1.0 0.059
H 4.8325 1.0961 -2.5552 -0.6 -0.5 0.5 0.073
H 4.2496 -0.0207 -1.1767 0.2 0.8 -0.8 0.111
H 4.4499 -1.4133 -3.8536 0.8 0.5 0.6 0.058
H 5.0565 -1.9250 -2.2417 0.0 0.9 -0.6 0.045
C -0.3218 9.0749 1.6114 0.0 0.1 0.0 -0.093
C -0.5882 7.8702 0.7303 0.3 0.0 0.2 -0.315
O 0.3300 7.8297 -0.3591 0.0 0.0 -0.2 -0.109
H -0.4048 9.9972 1.0327 -0.1 -0.1 0.0 0.076
H -1.0287 9.1156 2.4426 0.1 0.0 0.0 0.074
H 0.6929 9.0398 2.0170 -0.1 -0.1 0.1 0.074
H -1.5940 7.9190 0.3112 0.1 0.0 -0.1 0.112
H -0.4986 6.9427 1.3052 -0.1 0.0 0.1 0.109
H 1.2187 7.7776 0.0126 -0.1 0.1 0.1 0.072
C -0.5488 -3.5886 -3.3097 -0.1 0.1 -0.1 -0.087
C 0.9443 -3.3247 -3.2774 -0.2 -0.3 0.2 -0.311
O 1.2672 -2.3967 -2.2453 0.0 -0.1 0.1 -0.113
H -1.0986 -2.6591 -3.4728 0.0 0.0 -0.1 0.077
H -0.8047 -4.2931 -4.1041 0.0 0.0 0.1 0.073
H -0.8890 -3.9993 -2.3553 0.0 -0.1 -0.1 0.076
H 1.2767 -2.8952 -4.2243 0.1 0.1 0.1 0.113
H 1.5009 -4.2508 -3.1046 0.0 0.0 -0.1 0.094
H 0.9826 -2.7815 -1.4083 0.0 0.0 -0.1 0.091
C -1.5841 1.7616 1.3350 -0.1 0.1 0.1 -0.087
C -1.2333 0.4456 1.9995 0.1 0.1 -0.3 -0.313
O -1.1259 -0.5874 1.0213 -0.1 -0.3 0.0 -0.093
H -2.5275 1.6758 0.7897 0.0 -0.1 0.1 0.080
H -1.6748 2.5604 2.0743 0.1 0.0 0.0 0.069
H -0.8179 2.0419 0.6081 0.0 0.0 0.1 0.031
H -2.0092 0.1572 2.7086 0.1 -0.1 -0.1 0.089
H -0.2843 0.5210 2.5394 -0.1 0.1 0.1 0.115
H -0.4325 -0.3298 0.4040 -0.1 0.0 0.0 0.071
C -4.0261 3.2893 5.6484 0.0 0.1 0.0 -0.092
C -3.6814 2.1694 4.6873 0.1 0.0 0.3 -0.319
O -2.2820 1.8995 4.7197 0.1 -0.1 -0.2 -0.093
H -3.4736 4.1953 5.3924 -0.1 -0.1 -0.1 0.076
H -5.0955 3.5103 5.6243 0.0 0.0 0.0 0.071
H -3.7470 3.0199 6.6714 -0.1 -0.1 0.0 0.072
H -3.9421 2.4506 3.6669 0.2 0.0 0.0 0.093
H -4.2254 1.2533 4.9425 -0.1 0.0 0.0 0.109
H -2.0539 1.6430 5.6193 0.0 0.0 -0.1 0.083
C -6.9521 4.5553 2.3753 -0.1 0.0 0.1 -0.091
C -5.8006 5.4537 2.7840 0.0 -0.2 -0.3 -0.318
O -4.5606 4.7605 2.6850 0.1 0.0 0.2 -0.096
H -6.9834 3.6639 3.0056 0.0 0.1 0.0 0.073
H -7.9067 5.0791 2.4588 0.0 0.0 0.0 0.074
H -6.8293 4.2150 1.3435 -0.1 0.1 0.0 0.074
H -5.9160 5.7743 3.8204 0.2 0.0 0.0 0.110
H -5.7609 6.3455 2.1500 -0.1 0.1 0.1 0.107
H -4.4525 4.4857 1.7681 0.0 0.0 0.0 0.083
C -2.7493 -3.3903 3.3334 0.1 0.0 -0.1 -0.085
C -3.4689 -2.3601 4.1828 0.1 -0.4 0.1 -0.329
O -4.5916 -2.9481 4.8318 -0.2 0.2 0.1 -0.091
H -3.4261 -3.8091 2.5860 0.0 0.1 0.0 0.079
H -1.8913 -2.9473 2.8224 0.0 0.0 0.0 0.066
H -2.3991 -4.2225 3.9507 0.0 0.1 0.0 0.071
H -3.8360 -1.5420 3.5610 -0.1 0.0 0.1 0.105
H -2.7981 -1.9420 4.9415 0.1 0.1 -0.1 0.107
H -4.2638 -3.6654 5.3875 -0.1 0.0 0.0 0.062
C 5.9748 -5.8640 -1.3185 0.0 0.0 0.1 -0.086
C 4.9896 -5.4438 -2.3926 0.1 0.1 0.4 -0.318
O 3.8114 -4.8942 -1.8030 -0.2 0.0 -0.1 -0.093
H 5.5224 -6.6035 -0.6542 0.0 0.0 -0.1 0.076
H 6.8766 -6.2928 -1.7607 0.0 0.0 0.0 0.074
H 6.2622 -5.0090 -0.6990 0.1 0.0 -0.1 0.070
H 4.6919 -6.2985 -2.9912 -0.1 0.1 0.1 0.083
H 5.4349 -4.6959 -3.0583 0.1 -0.1 -0.1 0.109
H 4.0752 -4.1295 -1.2803 -0.1 0.0 0.0 0.068
C 2.7993 -7.4362 -6.7129 -0.1 -0.1 0.0 -0.092
C 3.2749 -6.4923 -5.6255 0.2 -0.1 -0.3 -0.315
O 4.4573 -6.9898 -5.0055 0.0 -0.1 -0.1 -0.101
H 2.6017 -8.4270 -6.2987 0.0 0.1 0.0 0.077
H 1.8874 -7.0633 -7.1841 0.0 0.0 0.0 0.074
H 3.5663 -7.5567 -7.4829 -0.1 0.1 0.0 0.072
H 2.5154 -6.3906 -4.8488 0.2 0.0 0.1 0.111
H 3.4812 -5.4987 -6.0369 -0.2 0.0 0.0 0.111
H 5.1331 -7.0704 -5.6870 0.0 0.0 0.1 0.089
C 3.3506 3.0375 -7.2707 -0.1 -0.1 0.0 -0.094
C 3.7531 4.3534 -6.6329 0.2 -0.3 0.0 -0.325
O 4.4248 4.1301 -5.3976 -0.1 0.1 0.1 -0.105
H 2.6996 2.4718 -6.6005 0.0 0.1 0.0 0.066
H 2.8259 3.2033 -8.2142 0.0 0.0 0.0 0.074
H 4.2299 2.4169 -7.4642 0.0 0.1 -0.1 0.073
H 2.8717 4.9608 -6.4226 0.1 0.0 0.1 0.112
H 4.4115 4.9216 -7.2980 -0.1 0.1 -0.1 0.107
H 5.2089 3.6024 -5.5832 0.0 0.0 0.1 0.080
C -4.5761 -4.7559 9.0058 0.0 0.1 0.0 -0.094
C -4.8373 -5.9604 8.1222 0.3 0.1 0.2 -0.322
O -3.9142 -6.0009 7.0375 -0.1 0.1 -0.2 -0.090
H -4.6566 -3.8330 8.4273 -0.1 -0.1 0.0 0.073
H -5.2874 -4.7154 9.8334 0.1 0.0 0.0 0.074
H -3.5633 -4.7906 9.4170 -0.1 -0.1 0.1 0.072
H -5.8408 -5.9116 7.6979 0.1 0.0 -0.1 0.113
H -4.7509 -6.8885 8.6964 -0.1 0.0 0.1 0.108
H -3.0282 -6.0548 7.4107 0.0 0.0 0.0 0.080
```
Positions in Å, forces in eV/Å.

The calculation puts the LUMO energy at 0.63 eV. As for the max |F|: 2.46 eV Å⁻¹. The value obtained for the HOMO-LUMO gap is 10.2 eV. Its total charge is 0. For the calculated total energy, the calculation gives -134828.748 eV.


The ion C6H10N4S2 with charge +2 in a non-equilibrium geometry. Source: the Open Molecules 2025 dataset; level of theory: ωB97M-V/def2-TZVPD.

```
22
Properties=species:S:1:pos:R:3:forces:R:3:lowdin_charge:R:1
C -0.8704 1.1772 -0.4680 -2.5 -0.1 1.2 0.062
C 1.2967 1.4338 -0.1619 3.5 -2.8 2.0 -0.338
C -2.8989 0.2106 -0.0073 -0.7 -2.7 -0.1 -0.970
C 0.3830 -0.7073 0.8332 1.0 -2.7 -3.0 -0.101
C -0.4507 -1.7506 -0.0551 2.9 3.6 3.3 -0.636
C 0.0955 -3.0415 -0.2549 2.3 -1.6 -3.0 -0.117
N 1.3891 0.1107 0.1454 0.6 2.1 -1.2 0.135
N -2.1830 1.3383 -0.0875 4.5 -0.7 -1.5 0.020
N 0.1231 2.0380 -0.1106 -3.8 -1.7 -1.4 0.188
N 2.4170 2.1422 -0.2101 -1.9 1.9 -1.4 0.264
S -4.4661 0.0584 0.2943 0.1 0.3 -0.1 0.967
S -1.9242 -1.3554 -0.6103 -3.1 1.3 -1.4 1.118
H -0.2361 -0.0276 1.2883 -1.6 1.1 1.7 0.087
H 1.0201 -1.2738 1.4825 -0.3 -0.4 0.9 0.138
H -0.6253 -3.8758 -0.3940 0.7 0.5 0.1 0.115
H 0.9459 -3.2501 0.3882 -0.5 -0.4 0.8 0.092
H 0.7844 -2.9440 -1.2496 -1.7 -0.5 1.4 0.170
H 2.3707 -0.1647 0.2322 -0.6 -0.3 -0.2 0.183
H -2.6019 2.1907 0.0931 -1.3 2.4 0.7 0.141
H -0.0937 2.9795 0.0863 0.4 1.6 0.6 0.186
H 3.2399 1.6982 -0.4986 1.6 -0.9 0.0 0.131
H 2.2847 3.0130 -0.7356 0.4 0.0 0.5 0.165
```
Positions in Å, forces in eV/Å.

The calculation puts the LUMO energy (alpha / beta) at -9.37 / -11.65 eV. As for the max |F|: 5.67 eV Å⁻¹. The value obtained for the HOMO-LUMO gap (alpha / beta) is 4.9 / 4.9 eV. Its total charge is +2. For the calculated total energy, the calculation gives -33991.501 eV. As for the expectation value of S²: 2.04. The spin multiplicity is 3.


A structure of composition C20H15BBrF2LiN2O8S2. Source: the Open Molecules 2025 dataset; level of theory: ωB97M-V/def2-TZVPD.

```
52
Properties=species:S:1:pos:R:3:forces:R:3:lowdin_charge:R:1
Li 0.5150 -1.8327 -0.1109 0.1 0.0 0.0 0.623
O 4.3580 -0.9593 -0.1908 0.0 0.0 0.0 -0.343
S 3.0233 -1.1793 0.3271 0.0 -0.1 0.1 0.442
O 2.1101 -0.0473 0.1694 0.0 0.0 0.0 -0.359
O 2.3934 -2.4185 -0.1551 0.0 0.1 0.1 -0.413
C 3.2211 -1.3386 2.1094 0.0 0.0 0.0 -0.239
C 4.3377 -0.6918 2.6313 0.0 0.0 0.0 -0.083
C 4.5606 -0.6479 3.9987 0.0 0.0 0.0 -0.108
C 3.6589 -1.2576 4.8575 0.0 0.0 0.0 -0.105
C 2.5552 -1.9177 4.3384 0.0 0.0 0.0 -0.097
C 2.3139 -1.9671 2.9707 0.0 0.0 0.0 -0.271
S 0.8428 -3.0105 2.4791 0.0 -0.1 0.0 0.737
O -3.6600 -5.7056 -3.1338 -0.2 -0.1 0.1 -0.012
O 0.2075 -3.2508 3.8022 0.0 0.0 0.0 -0.543
O 0.0300 -2.0287 1.6629 -0.1 0.1 -0.1 -0.609
H 5.0278 -0.2280 1.9397 0.0 0.0 0.0 0.099
H 5.4359 -0.1393 4.3869 0.0 0.0 0.0 0.088
H 3.8176 -1.2282 5.9302 0.0 0.0 0.0 0.088
H 1.8374 -2.4115 4.9822 0.0 0.0 0.0 0.087
C -2.5040 -3.5533 -1.4108 0.2 -0.1 0.2 -0.019
O -1.6214 -2.4123 -1.2622 -0.4 0.3 -0.3 -0.069
C -2.2201 -1.2113 -1.1359 0.1 -0.1 0.1 -0.204
C -3.5658 -1.0017 -0.8979 -0.1 0.0 0.0 -0.033
C -4.0357 0.3041 -0.7643 0.0 0.0 0.0 -0.675
Br -5.8932 0.5768 -0.4558 0.0 0.0 0.0 0.701
C -3.2096 1.3913 -0.8398 0.0 0.0 0.0 -0.103
C -1.8384 1.1918 -1.0670 0.0 0.0 0.0 -0.066
C -1.3467 -0.1012 -1.2279 -0.1 0.0 0.0 -0.177
O -0.0563 -0.3976 -1.4410 0.0 0.0 0.1 0.019
C -0.9089 2.3150 -1.0834 0.0 0.0 0.0 -0.226
N 0.3645 2.2116 -1.3619 0.0 0.0 0.0 0.176
C 0.8963 3.4747 -1.1989 0.0 0.0 0.0 -0.201
C 2.2096 3.9136 -1.3304 0.0 0.0 0.0 0.000
C 2.4643 5.2530 -1.0989 0.0 0.0 0.0 -0.106
C 1.4410 6.1415 -0.7394 0.0 0.0 0.0 -0.117
C 0.1313 5.7157 -0.5944 0.0 0.0 0.0 -0.038
C -0.1167 4.3695 -0.8274 0.0 0.0 0.0 -0.189
N -1.2639 3.6032 -0.7660 0.0 0.0 0.0 0.168
H -2.8488 -3.8480 -0.4188 0.0 -0.1 -0.1 0.109
H -1.9351 -4.3453 -1.8772 0.1 -0.1 0.1 0.088
H -3.3463 -3.3542 -2.0683 0.1 0.2 0.0 0.076
H -4.2532 -1.8285 -0.8123 0.0 0.0 0.0 0.109
H -3.6230 2.3847 -0.7345 0.0 0.0 0.0 0.088
H 0.5138 0.4068 -1.3319 0.0 -0.1 0.0 0.077
H 2.9920 3.2111 -1.5843 0.0 0.0 0.0 0.119
H 3.4771 5.6252 -1.1853 0.0 0.0 0.0 0.092
H 1.6815 7.1822 -0.5619 0.0 0.0 0.0 0.090
H -0.6557 6.4012 -0.3062 0.0 0.0 0.0 0.100
H -2.1673 3.9007 -0.4491 0.0 0.0 0.0 0.145
F -5.4087 -5.9658 -4.7489 -0.1 -0.1 0.1 0.051
B -4.6891 -5.2886 -3.7576 0.4 0.1 -0.4 -1.017
F -5.2503 -4.0055 -3.6553 -0.1 0.0 0.1 0.049
```
Positions in Å, forces in eV/Å.

The calculation puts the LUMO energy at 3.66 eV. As for the max |F|: 0.60 eV Å⁻¹. The value obtained for the HOMO-LUMO gap is 6.3 eV. Its total charge is -2. For the calculated total energy, the calculation gives -138382.888 eV.


A structure of composition C34H57N3O2PmSSi in a non-equilibrium geometry. Source: the Open Molecules 2025 dataset; level of theory: ωB97M-V/def2-TZVPD.

```
99
Properties=species:S:1:pos:R:3:forces:R:3:lowdin_charge:R:1
O 1.7268 -2.3154 -3.3876 0.0 -0.6 0.6 -0.092
O 1.0829 -0.9546 -5.2681 0.1 0.8 -1.1 -0.213
C 3.1132 -2.3933 -2.8803 0.1 0.3 -0.5 -0.132
C 3.1813 -3.1574 -1.6008 0.2 -0.1 0.3 -0.050
H 3.4251 -1.3499 -2.7772 -0.1 -0.2 0.1 0.113
H 3.7140 -2.8381 -3.6721 -0.1 -0.2 0.0 0.138
H 2.6260 -2.6616 -0.8056 0.0 -0.1 0.1 0.072
H 4.2239 -3.2117 -1.2968 0.1 0.1 0.0 0.105
H 2.8426 -4.1906 -1.6931 0.0 0.1 -0.1 0.097
C 0.5815 -3.0981 -2.8579 -0.1 0.4 -0.2 -0.131
C 0.3040 -4.2425 -3.8010 0.1 -0.4 0.0 -0.032
H -0.2310 -2.3628 -2.8351 0.2 -0.2 0.2 0.118
H 0.8561 -3.3848 -1.8339 -0.3 0.0 -0.5 0.109
H 0.0541 -3.9045 -4.8225 0.2 -0.1 0.5 0.076
H -0.5208 -4.8681 -3.4435 0.0 0.3 0.0 0.098
H 1.1788 -4.8997 -3.8232 -0.1 0.1 -0.2 0.093
C -0.1751 -0.2927 -5.5922 0.6 0.5 0.0 -0.216
C 1.9730 -0.8649 -6.4143 -0.1 0.0 0.3 -0.228
C -1.3591 -1.0406 -5.0925 -0.3 0.0 -0.1 -0.045
H -0.1819 -0.1761 -6.6837 -0.3 -0.2 0.3 0.124
H -0.1456 0.7295 -5.1910 0.1 -0.3 0.1 0.100
H -1.3682 -2.0738 -5.4395 -0.1 0.0 -0.1 0.083
H -2.2131 -0.5104 -5.5128 -0.3 -0.2 0.1 0.093
H -1.4534 -1.0210 -4.0083 0.0 0.1 0.0 0.057
C 1.6136 -1.9763 -7.3580 0.0 -0.2 -0.4 -0.052
H 2.9836 -0.9220 -6.0160 0.1 -0.1 -0.1 0.118
H 1.8428 0.1051 -6.9186 0.2 -0.2 0.5 0.127
H 1.3245 -2.8739 -6.8061 0.2 0.0 0.0 0.079
H 2.4447 -2.2231 -8.0170 -0.1 0.0 -0.1 0.091
H 0.7599 -1.6628 -7.9588 0.0 -0.2 -0.1 0.084
H 1.5610 -1.9498 -4.3390 -0.5 0.7 0.4 0.104
N -0.9025 -0.4103 1.2937 -0.3 -0.4 -0.3 -0.106
C -1.7135 0.0462 2.2628 0.4 -0.3 -0.9 -0.335
C -2.5058 1.1913 2.0898 0.0 0.1 0.4 -0.024
C -2.7335 1.9633 0.9332 0.5 0.1 -0.8 -0.327
C -1.7942 -0.7039 3.5672 -0.3 0.1 0.2 0.004
H -0.8060 -1.0516 3.8916 -0.2 0.0 -0.2 0.093
H -2.4645 -1.5718 3.4899 0.2 0.2 0.0 0.096
H -2.1941 -0.0316 4.3323 0.0 -0.2 -0.1 0.090
C -3.8797 2.9232 0.9290 -0.5 0.1 0.5 0.000
H -4.6169 2.7090 0.1481 0.2 -0.1 0.0 0.098
H -3.5561 3.9591 0.7925 0.1 -0.2 -0.1 0.088
H -4.3855 2.8543 1.8905 -0.1 0.1 -0.1 0.084
N -1.9539 1.8954 -0.1431 -0.2 -0.2 0.3 -0.090
C -0.5007 -1.7757 1.2231 0.2 0.0 0.6 -0.228
C 0.8190 -2.1357 1.5767 -0.5 0.2 -0.1 -0.236
C 1.8049 -1.0755 2.0036 0.3 0.0 0.3 -0.054
C 1.1863 -3.4810 1.5385 0.1 0.0 -0.2 -0.065
H 2.2081 -3.7483 1.8438 -0.5 0.0 -0.1 0.121
C 0.2745 -4.4501 1.1149 0.3 0.0 0.1 -0.082
H 0.5883 -5.4958 1.0987 -0.2 0.3 0.0 0.107
C -1.0157 -4.0786 0.7306 0.4 -0.2 -0.1 -0.050
H -1.7111 -4.8487 0.3897 0.1 0.3 0.1 0.115
C -1.4173 -2.7468 0.7710 0.4 0.0 0.3 -0.220
C -2.7993 -2.3465 0.3741 -0.5 -0.1 -0.2 -0.026
C -2.1729 2.5289 -1.4005 -0.5 0.3 -0.5 -0.234
C -1.5557 3.7685 -1.6821 0.1 -0.6 0.0 -0.221
C -0.8897 4.5489 -0.5896 0.1 0.5 0.2 -0.037
C -1.5147 4.2344 -2.9951 -0.2 -0.1 -0.3 -0.048
H -0.9790 5.1690 -3.2063 -0.3 -0.4 0.0 0.126
C -2.1405 3.5180 -4.0181 -0.1 0.1 0.1 -0.084
H -2.1089 3.8834 -5.0466 0.0 -0.1 0.3 0.112
C -2.8478 2.3500 -3.7205 0.2 0.2 0.0 -0.052
H -3.3875 1.8062 -4.5034 0.2 0.3 0.2 0.113
C -2.8752 1.8446 -2.4228 0.6 0.3 0.3 -0.219
C -3.5713 0.5492 -2.1451 -0.4 -0.3 -0.1 -0.038
Pm 0.2346 1.1564 -0.0723 -0.5 0.6 1.8 1.602
H 2.3334 -0.6245 1.1370 -0.2 -0.1 0.3 0.069
H 2.5840 -1.5409 2.6261 -0.1 0.3 -0.2 0.095
H 1.3554 -0.2640 2.6025 0.1 -0.3 -0.3 0.071
H -2.7852 -1.5082 -0.3295 0.0 0.0 0.2 0.056
H -3.4103 -2.0444 1.2339 0.1 0.0 -0.1 0.091
H -3.3215 -3.1776 -0.1121 0.1 0.1 0.1 0.086
H -0.7198 5.5705 -0.9546 0.1 -0.2 0.2 0.094
H 0.0930 4.1553 -0.2750 -0.3 0.0 -0.1 0.049
H -1.5187 4.6147 0.3079 0.2 0.0 -0.2 0.080
H -4.0075 0.5114 -1.1383 0.2 0.0 -0.3 0.079
H -2.8916 -0.3130 -2.2600 -0.2 0.2 0.1 0.063
H -4.3855 0.4168 -2.8740 0.2 -0.1 0.3 0.092
H -3.0940 1.4756 2.9543 0.0 0.0 -0.1 0.104
C 1.1214 1.2317 -2.1682 0.2 -1.7 -1.8 -0.472
Si 2.2580 2.3109 -3.1043 -0.6 0.4 -0.5 0.371
H 0.2991 1.0337 -2.8989 0.1 0.0 0.4 -0.010
H 1.6347 0.2226 -2.0922 -0.2 0.3 0.0 -0.022
C 3.8120 1.4529 -3.6726 0.5 -0.1 0.1 -0.178
C 2.5667 3.7926 -2.0117 0.5 0.1 -0.3 -0.175
C 1.4542 2.8483 -4.7364 0.1 0.1 0.1 -0.163
H 1.9849 3.7361 -5.1010 -0.2 -0.1 -0.1 0.041
H 0.3907 3.0941 -4.6255 0.3 0.0 0.0 0.004
H 1.5523 2.0672 -5.5054 0.0 0.2 0.2 0.012
H 4.5136 1.3114 -2.8457 0.1 0.0 -0.1 0.036
H 4.3011 2.0620 -4.4400 0.1 -0.1 0.1 0.041
H 3.6127 0.4711 -4.1210 -0.1 0.2 0.1 0.000
H 2.7480 3.4783 -0.9756 0.0 0.1 -0.2 0.022
H 1.6914 4.4535 -2.0352 0.2 -0.1 0.0 0.024
H 3.4466 4.3349 -2.3775 -0.2 0.2 0.2 0.037
S 1.6922 3.1800 4.1324 0.1 0.1 0.4 0.618
C 1.4825 2.7945 2.6148 -0.3 -0.5 -2.0 -1.008
N 1.3188 2.4910 1.4574 0.3 0.4 1.5 -0.170
```
Positions in Å, forces in eV/Å.

The calculation puts the LUMO energy (alpha / beta) at -2.10 / -2.10 eV. As for the max |F|: 2.44 eV Å⁻¹. The value obtained for the HOMO-LUMO gap (alpha / beta) is 8.1 / 8.1 eV. Its total charge is +1. For the calculated total energy, the calculation gives -80010.574 eV. As for the expectation value of S²: 6.01. The spin multiplicity is 5.